Record 1
Here is 2 unconnected molecules or ions with the total composition C14H16O2 in a non-equilibrium geometry from the OMol25 dataset. Energies are from ωB97M-V with the def2-TZVPD basis set.

The HOMO energy is -8.4 eV. Its SMILES is Cc1ccc(O)cc1.Cc1ccc(O)cc1. The relative energy (zero: lowest compared OMol25 entry of this formula, charge and spin) is 0.7461 eV. The gap between HOMO and LUMO is 9.18 eV.

Positions of all 32 atoms, in Å:
1 C 1.28701 -3.16438 -3.68378
2 C 0.21147 -2.26803 -3.13707
3 C 0.45083 -1.60625 -1.93757
4 C -0.47610 -0.74170 -1.37778
5 C -1.68023 -0.57123 -2.04736
6 O -2.58018 0.30848 -1.47537
7 C -1.94001 -1.23912 -3.22856
8 C -1.02697 -2.13715 -3.75956
9 H 1.31825 -4.12787 -3.19897
10 H 2.25816 -2.68024 -3.55485
11 H 1.26532 -3.42125 -4.74665
12 H 1.42592 -1.73998 -1.48495
13 H -0.29950 -0.14063 -0.51383
14 H -3.25526 0.48106 -2.14414
15 H -2.94168 -1.19123 -3.62767
16 H -1.28032 -2.78028 -4.59195
17 C 1.95245 3.53464 2.15748
18 C 1.06179 2.36018 2.55196
19 C 0.29964 1.75699 1.57514
20 C -0.53767 0.70037 1.93452
21 C -0.48299 0.17111 3.21341
22 O -1.54547 -0.62850 3.61093
23 C 0.33757 0.75893 4.16674
24 C 1.06778 1.90392 3.86630
25 H 2.42690 3.99042 3.01574
26 H 1.34669 4.26838 1.62402
27 H 2.71117 3.19832 1.47592
28 H 0.26425 2.14746 0.56845
29 H -1.14616 0.19883 1.20064
30 H -2.35917 -0.11160 3.63636
31 H 0.31097 0.42122 5.18953
32 H 1.55552 2.34911 4.72294

=====

Record 2
Here is 2 unconnected molecules or ions with the total composition C5H9BO4 in a non-equilibrium geometry from the OMol25 dataset. Energies are from ωB97M-V with the def2-TZVPD basis set.

The HOMO energy is -9.5 eV. Its SMILES is C1CO[C@H]2O[C@H]2O1.CB=O. The relative energy (zero: lowest compared OMol25 entry of this formula, charge and spin) is 4.3559 eV. The gap between HOMO and LUMO is 10.18 eV.

Positions of all 19 atoms, in Å:
1 C 2.06189 -1.18919 0.08215
2 C 1.35907 -0.73853 -1.20987
3 O 1.22024 0.67967 -1.28473
4 C 0.78890 1.30817 -0.17946
5 O -0.31439 0.94887 0.60824
6 C 0.97574 0.69407 1.15574
7 O 1.43080 -0.59776 1.26864
8 H 2.14326 -2.31191 -0.01519
9 H 3.16709 -0.74592 0.25640
10 H 2.06106 -1.12279 -1.93503
11 H 0.42305 -1.12179 -1.16176
12 H 1.04396 2.42371 -0.12587
13 H 1.09862 1.13173 2.14256
14 C -3.18442 0.53039 0.08577
15 B -2.25969 -0.70523 -0.07171
16 O -1.59355 -1.67878 0.01889
17 H -3.05198 0.95669 1.06960
18 H -4.30307 0.22822 -0.05124
19 H -3.06656 1.31037 -0.65314

=====

no.,LUMO energy (eV)
1,0.747
2,0.665